This record from the OMol25 dataset describes one molecule with the formula C3H6N2O6 in a non-equilibrium geometry. The level of theory is the ωB97M-V functional and the def2-TZVPD basis.

Computed properties:
LUMO energy (spin up / spin down), eV: -0.23 / -0.23
Relative energy (zero: lowest compared OMol25 entry of this formula, charge and spin), kcal per mole: 50.9
Net charge: 0
Highest occupied orbital energy (spin up / spin down), eV: -9.57 / -9.57
Maximum force, Eh/bohr: 0.0723
Electronic energy, eV: -18464.0472

Element x y z (Å)
O  -4.12  1.04  0.00
N  -3.01  0.65  0.12
O  -2.24  0.85  1.03
O  -2.49  -0.13  -0.94
N  -1.08  -0.65  -0.73
O  -1.04  -1.87  -0.85
C  -0.45  0.25  -0.09
C  0.80  -0.01  0.72
O  0.67  -1.22  1.46
C  2.06  -0.04  -0.19
O  2.20  1.12  -1.05
H  -0.56  1.27  -0.22
H  0.76  0.86  1.49
H  0.46  -2.03  1.02
H  2.04  -1.03  -0.78
H  2.94  0.01  0.47
H  3.06  0.94  -1.46

Atomic partial charges in e from the Mulliken method, atoms 1 to 2: O -0.564; N 1.120